Here is C13H7F5N4OOsS as an isolated structure from OMol25. Energies are from ωB97M-V with the def2-TZVPD basis set.

HOMO-LUMO gap (spin up / spin down) = 5.10 / 5.03 eV
Total charge = +2
E_HOMO (spin up / spin down) = -15.43 / -15.44 eV
Multiplicity = 1
Maximum force = 2.9 eV Å⁻¹
E_LUMO (spin up / spin down) = -0.37968 / -0.38255 hartree

Last column: natural (NBO) charge in e.
Element x y z (Å)
Os1 0.81610 0.86872 0.00000  1.004
N1 3.97280 3.86272 0.00000  -0.718
C1 2.89670 3.11392 0.00000  0.318
S1 3.08020 1.33542 0.00000  0.139
N2 1.69640 3.63322 0.00000  -0.356
N3 0.64690 2.82782 0.00000  -0.225
C2 -0.55730 3.35802 0.00000  0.130
C3 -1.64140 2.41972 0.00000  0.140
C4 -2.99970 2.74712 0.00000  -0.162
C5 -3.93210 1.71732 0.00000  -0.101
C6 -3.49210 0.39922 0.00000  -0.184
C7 -2.12700 0.14452 0.00000  0.064
N4 -1.22490 1.11902 0.00000  -0.471
H1 4.90460 3.46662 0.00000  0.437
H2 3.88300 4.87202 0.00000  0.447
H3 -0.70860 4.43192 0.00000  0.265
H4 -3.31250 3.78192 0.00000  0.267
H5 -4.98820 1.93692 0.00000  0.266
H6 -4.18540 -0.42648 0.00000  0.267
H7 -1.75230 -0.87048 0.00000  0.218
F1 0.66330 -6.44538 0.00000  -0.207
C8 0.70330 -5.13788 0.00000  0.442
C9 0.71170 -4.43268 1.22420  0.252
F2 0.63460 -5.08768 2.36140  -0.235
C10 0.78620 -3.04968 1.21670  0.416
F3 0.76940 -2.33798 2.33840  -0.255
C11 0.86590 -2.30588 0.00000  0.162
O1 0.98840 -1.03408 0.00000  -0.498
C12 0.78620 -3.04968 -1.21670  0.416
F4 0.76940 -2.33798 -2.33840  -0.255
C13 0.71170 -4.43268 -1.22420  0.252
F5 0.63460 -5.08768 -2.36140  -0.235